(1)
196
Properties=species:S:1:pos:R:3:lowdin_charge:R:1 method="wB97M-V/def2-TZVPD" mol_weight_g_mol=1031.598 relative_energy_kj_mol=0.0 lumo_ev=0.400 total_charge=0 homo_ev=-8.2 total_energy_ha=-3325.01951
C 2.44 4.94 -2.48 -0.02
C 2.82 5.93 -1.38 -0.54
C 2.09 5.57 -0.14 -0.16
C 2.49 6.49 1.00 -0.16
C 3.98 6.32 1.27 -0.14
C 4.82 6.59 0.03 -0.51
N 4.22 5.88 -1.06 -0.08
O 4.95 6.09 -2.27 0.00
C 5.12 8.14 -0.12 -0.01
C 6.16 5.94 0.41 -0.02
C 2.37 7.34 -1.91 -0.01
H 1.49 5.28 -2.83 0.07
H 2.34 3.91 -2.19 0.07
H 3.14 5.11 -3.28 0.08
H 1.00 5.64 -0.35 0.13
H 2.24 4.48 0.08 0.11
H 1.89 6.33 1.89 0.11
H 2.36 7.50 0.62 0.10
H 4.16 5.27 1.49 0.10
H 4.28 6.97 2.07 0.12
H 5.82 8.27 -0.95 0.08
H 4.30 8.84 -0.28 0.06
H 5.59 8.46 0.81 0.08
H 6.47 6.44 1.30 0.08
H 5.98 4.91 0.69 0.08
H 6.79 6.14 -0.40 0.07
H 2.71 7.49 -2.97 0.10
H 2.75 8.10 -1.23 0.04
H 1.24 7.31 -1.95 0.10
H 5.40 5.26 -2.39 0.10
C 0.66 1.05 5.00 0.00
C 1.07 -0.47 5.28 -0.50
C 0.26 -0.96 6.42 -0.16
C -1.23 -1.26 6.01 -0.18
C -1.22 -2.36 5.01 -0.14
C -0.40 -1.89 3.72 -0.49
N 0.90 -1.41 4.13 -0.04
O 1.63 -0.90 2.98 -0.03
C -0.24 -3.17 2.85 -0.04
C -1.19 -0.95 2.84 -0.04
C 2.53 -0.44 5.77 -0.04
H 1.10 1.40 4.05 0.05
H 1.02 1.69 5.81 0.09
H -0.43 1.21 4.99 0.07
H 0.59 -1.96 6.76 0.13
H 0.27 -0.31 7.26 0.11
H -1.64 -0.38 5.50 0.10
H -1.82 -1.43 6.93 0.12
H -2.27 -2.54 4.67 0.12
H -0.95 -3.42 5.20 0.12
H 0.15 -3.02 1.79 0.07
H 0.48 -3.81 3.38 0.08
H -1.19 -3.67 2.72 0.08
H -0.65 -0.86 1.93 0.04
H -2.18 -1.28 2.49 0.10
H -1.29 0.06 3.24 0.07
H 2.56 0.16 6.73 0.10
H 3.16 0.15 5.08 0.07
H 2.93 -1.44 5.90 0.08
H 2.22 -1.66 2.81 0.07
C 0.74 -2.15 -0.89 -0.05
C 0.49 -0.76 -1.47 -0.43
C -0.88 -0.88 -2.19 -0.12
C -1.53 0.48 -2.51 -0.18
C -1.72 1.18 -1.19 -0.14
C -0.41 1.43 -0.43 -0.50
N 0.24 0.13 -0.26 -0.06
O 1.48 0.39 0.38 -0.06
C 0.43 2.43 -1.19 -0.03
C -0.78 1.95 0.96 -0.01
C 1.67 -0.28 -2.39 0.02
H 1.47 -2.20 -0.06 0.08
H 0.92 -2.83 -1.68 0.07
H -0.17 -2.54 -0.47 0.06
H -0.74 -1.43 -3.09 0.10
H -1.58 -1.42 -1.49 0.11
H -2.52 0.44 -2.99 0.11
H -0.83 0.98 -3.17 0.07
H -2.43 0.57 -0.64 0.11
H -2.30 2.10 -1.31 0.13
H -0.05 3.42 -1.15 0.10
H 1.45 2.46 -0.81 0.07
H 0.51 2.21 -2.25 0.05
H -1.33 2.91 0.96 0.10
H -1.46 1.22 1.41 0.06
H 0.02 2.05 1.69 0.07
H 2.65 -0.32 -1.89 0.09
H 1.51 0.67 -2.84 0.04
H 1.71 -0.99 -3.20 0.06
H 1.28 0.25 1.30 0.04
C -5.14 -1.84 -2.08 0.00
C -4.95 -3.42 -2.10 -0.54
C -4.18 -3.91 -0.87 -0.11
C -4.99 -3.84 0.47 -0.15
C -6.30 -4.59 0.27 -0.15
C -7.05 -4.32 -1.01 -0.57
N -6.15 -4.25 -2.16 -0.08
O -6.90 -3.94 -3.31 -0.02
C -8.10 -5.37 -1.22 -0.04
C -7.84 -3.01 -0.83 -0.04
C -4.15 -3.78 -3.31 -0.05
H -5.22 -1.36 -1.09 0.08
H -6.04 -1.56 -2.76 0.11
H -4.24 -1.41 -2.50 0.05
H -3.99 -4.95 -1.10 0.12
H -3.33 -3.23 -0.75 0.11
H -5.29 -2.78 0.65 0.11
H -4.57 -4.34 1.29 0.09
H -6.93 -4.49 1.12 0.11
H -5.93 -5.65 0.06 0.14
H -7.65 -6.32 -1.39 0.08
H -8.59 -5.39 -0.21 0.10
H -8.82 -5.10 -1.99 0.09
H -8.39 -2.74 -1.77 0.09
H -8.60 -3.15 0.02 0.12
H -7.18 -2.21 -0.57 0.05
H -4.63 -3.50 -4.21 0.06
H -4.11 -4.92 -3.34 0.12
H -3.14 -3.31 -3.22 0.10
H -7.07 -3.00 -3.30 0.05
C -5.25 3.24 5.05 -0.07
C -6.19 3.23 3.87 -0.43
C -7.10 2.00 3.80 -0.14
O -6.15 0.87 3.57 -0.22
C -6.73 -0.39 3.53 -0.15
N -7.06 4.42 3.97 0.04
H -4.68 2.30 5.10 0.07
H -5.80 3.32 5.98 0.07
H -4.47 4.01 5.11 0.08
H -5.57 3.25 2.93 0.15
H -7.72 2.17 2.89 0.13
H -7.73 1.70 4.64 0.13
H -5.87 -1.12 3.55 0.10
H -7.47 -0.43 2.70 0.09
H -7.34 -0.64 4.38 0.06
H -7.44 4.70 3.11 0.04
H -6.58 5.20 4.36 0.06
C 3.54 -3.56 2.14 -0.06
C 4.00 -4.80 1.33 -0.38
C 3.50 -6.02 2.10 -0.18
O 3.76 -7.21 1.28 -0.19
C 2.73 -8.14 1.53 -0.14
N 3.49 -4.76 -0.08 0.06
H 3.90 -2.75 1.51 0.08
H 3.87 -3.42 3.17 0.09
H 2.46 -3.52 2.19 0.04
H 5.08 -4.79 1.27 0.13
H 2.41 -5.96 2.19 0.11
H 3.91 -6.08 3.11 0.13
H 1.78 -7.77 1.14 0.09
H 2.59 -8.37 2.58 0.08
H 2.99 -9.09 1.07 0.09
H 3.37 -5.71 -0.47 0.08
H 2.51 -4.38 -0.07 0.08
C 5.28 -4.88 -2.98 -0.17
O 5.13 -3.61 -2.39 -0.18
H 5.62 -4.85 -4.04 0.08
H 6.04 -5.46 -2.41 0.09
H 4.31 -5.39 -3.04 0.07
H 4.52 -3.71 -1.59 0.07
C 0.49 3.25 -5.31 -0.08
O 0.68 1.94 -4.69 -0.16
H 1.08 3.15 -6.22 0.08
H -0.52 3.56 -5.50 0.07
H 0.92 4.00 -4.63 0.06
H 1.02 1.32 -5.31 0.00
C 6.54 -0.89 -4.55 -0.12
O 5.46 -1.01 -3.60 -0.17
H 6.47 0.14 -4.87 0.07
H 7.53 -1.23 -4.16 0.09
H 6.29 -1.58 -5.37 0.07
H 5.40 -1.92 -3.29 0.03
C 2.19 -0.84 -6.35 -0.12
O 1.40 0.28 -6.70 -0.14
H 2.10 -1.56 -7.18 0.09
H 3.20 -0.48 -6.39 0.08
H 1.93 -1.30 -5.42 0.06
H 0.48 0.01 -6.54 0.06
C 3.04 2.39 2.08 -0.15
O 2.06 3.24 2.62 -0.12
H 3.08 1.55 2.78 0.08
H 2.81 2.03 1.10 0.03
H 4.00 2.88 1.98 0.07
H 1.79 4.00 2.13 0.04
C -2.61 -0.33 -6.16 -0.14
O -1.31 -0.30 -5.62 -0.15
H -2.82 0.62 -6.64 0.08
H -2.63 -1.09 -6.97 0.09
H -3.46 -0.60 -5.51 0.07
H -1.19 0.55 -5.13 0.07
C 5.31 1.43 -0.58 -0.19
O 5.67 1.32 -1.92 -0.13
H 5.96 0.90 0.13 0.07
H 5.54 2.49 -0.42 0.07
H 4.24 1.16 -0.32 0.08
H 5.55 0.42 -2.30 0.05

(2)
18
Properties=species:S:1:pos:R:3:lowdin_charge:R:1 method="wB97M-V/def2-TZVPD" mol_weight_g_mol=110.160 relative_energy_kj_mol=321.0 lumo_ev=0.784 total_charge=0 smiles="CN=C=C(C)C.C#N" homo_ev=-8.2 total_energy_ha=-344.01444
C -0.08 -1.19 -2.66 -0.16
N 0.27 -0.29 -1.68 0.01
C 0.00 -0.27 -0.51 -0.15
C -0.20 -0.16 0.75 -0.37
C -1.49 0.40 1.29 -0.06
C 0.86 -0.60 1.69 -0.06
H -0.88 -0.86 -3.30 0.07
H 0.89 -1.44 -3.24 0.11
H -0.54 -2.18 -2.22 0.11
H -1.64 0.45 2.40 0.09
H -2.41 0.01 0.95 0.04
H -1.64 1.53 0.99 0.11
H 0.52 -0.57 2.69 0.06
H 1.70 0.02 1.53 0.03
H 1.07 -1.73 1.52 0.12
C 1.23 2.30 -0.13 -0.09
N 1.94 2.36 0.76 0.08
H 0.42 2.22 -0.83 0.06

(3)
14
Properties=species:S:1:pos:R:3:mulliken_spin:R:1 method="wB97M-V/def2-TZVPD" mol_weight_g_mol=137.229 spin_multiplicity=2 relative_energy_kj_mol=140.5 lumo_ev="3.096 / 3.150" total_charge=-1 homo_ev="0.2 / -4.7" total_energy_ha=-1044.82000 s2=0.76
N -1.86 -0.28 -0.56 0.04
C -0.42 -0.48 -0.50 -0.10
C -0.02 -1.87 -0.95 0.52
O 1.06 -2.09 -1.55 0.05
C 0.40 0.20 0.65 0.17
S 0.25 2.03 0.49 0.16
S 1.69 3.00 1.69 0.13
H -2.45 -0.69 0.15 0.01
H -2.02 0.72 -0.57 0.00
H -0.03 0.02 -1.43 0.05
H -0.85 -2.60 -0.91 0.02
H 1.38 -0.21 0.42 0.03
H -0.02 -0.16 1.60 -0.06
H 2.91 2.42 1.47 0.00

(4)
58
Properties=species:S:1:pos:R:3:lowdin_charge:R:1 method="wB97M-V/def2-TZVPD" mol_weight_g_mol=415.447 relative_energy_kj_mol=71.3 lumo_ev=0.557 total_charge=0 smiles="COCCOCC(=O)NC[C@@]1(OC)CCN(C(=O)CCCn2c(O)nnc2O)C1" homo_ev=-8.9 total_energy_ha=-1465.65091
C 7.01 -0.12 -2.37 -0.10
O 5.64 0.14 -2.17 -0.20
C 5.43 1.45 -1.68 -0.22
C 3.98 1.59 -1.32 -0.19
O 3.72 0.65 -0.30 -0.14
C 2.36 0.53 0.06 -0.11
C 1.93 -0.92 0.07 -0.47
O 0.81 -1.23 0.43 0.06
N 2.87 -1.80 -0.31 0.10
C 2.66 -3.22 -0.25 -0.11
C 3.69 -3.95 -1.08 -0.45
O 5.00 -3.48 -0.80 -0.13
C 5.42 -3.63 0.54 -0.08
C 3.55 -5.47 -0.90 -0.08
C 2.52 -5.88 -1.94 -0.12
N 2.68 -4.89 -3.00 -0.02
C 2.09 -5.10 -4.19 -0.47
O 1.41 -6.09 -4.39 0.06
C 2.24 -4.04 -5.27 -0.11
C 1.03 -3.11 -5.26 -0.14
C 1.11 -2.04 -6.36 -0.09
N 1.35 -0.70 -5.85 0.07
C 2.40 -0.23 -5.13 -0.45
O 3.38 -1.06 -4.77 0.11
N 2.30 1.03 -4.88 0.08
N 1.11 1.46 -5.48 0.08
C 0.60 0.43 -6.03 -0.46
O -0.55 0.36 -6.72 0.11
C 3.46 -3.73 -2.58 -0.04
H 7.10 -1.13 -2.75 0.09
H 7.44 0.57 -3.11 0.09
H 7.57 -0.03 -1.44 0.09
H 6.05 1.63 -0.80 0.13
H 5.68 2.19 -2.45 0.14
H 3.81 2.61 -0.97 0.14
H 3.35 1.41 -2.19 0.12
H 2.22 0.92 1.07 0.14
H 1.69 1.07 -0.61 0.14
H 3.78 -1.44 -0.59 0.14
H 2.69 -3.55 0.80 0.14
H 1.66 -3.47 -0.61 0.14
H 6.45 -3.30 0.58 0.09
H 4.83 -3.01 1.22 0.09
H 5.36 -4.67 0.86 0.09
H 4.52 -5.92 -1.12 0.13
H 3.26 -5.77 0.10 0.12
H 2.69 -6.89 -2.32 0.13
H 1.50 -5.84 -1.54 0.13
H 3.17 -3.48 -5.17 0.10
H 2.28 -4.59 -6.21 0.13
H 0.14 -3.71 -5.41 0.12
H 0.92 -2.64 -4.29 0.12
H 1.88 -2.27 -7.08 0.14
H 0.17 -1.99 -6.90 0.12
H 4.01 -0.54 -4.24 0.12
H -0.92 1.26 -6.71 0.13
H 2.93 -2.80 -2.77 0.12
H 4.43 -3.69 -3.08 0.14

(5)
20
Properties=species:S:1:pos:R:3:lowdin_charge:R:1 method="wB97M-V/def2-TZVPD" mol_weight_g_mol=103.165 relative_energy_kj_mol=227.8 lumo_ev=0.921 total_charge=0 smiles=C[C@@H]1CCCN1.O homo_ev=-8.5 total_energy_ha=-328.23209
C -0.86 1.38 0.80 -0.06
C -0.62 -0.16 0.69 -0.37
C 0.66 -0.41 1.51 -0.20
C 1.39 -1.52 0.72 -0.12
C 0.92 -1.09 -0.87 -0.20
N -0.40 -0.74 -0.65 -0.09
H -0.17 1.86 1.54 0.07
H -1.95 1.59 0.84 0.08
H -0.39 1.87 -0.12 0.08
H -1.44 -0.69 1.18 0.13
H 1.34 0.49 1.55 0.12
H 0.34 -0.65 2.49 0.10
H 2.49 -1.33 0.90 0.11
H 1.05 -2.46 0.97 0.06
H 1.15 -1.67 -1.78 0.11
H 1.48 -0.10 -0.97 0.11
H -1.04 -1.38 -1.08 0.12
O -1.50 1.72 -3.00 -0.09
H -0.98 1.05 -2.63 -0.05
H -1.44 2.22 -2.08 0.09

(6)
67
Properties=species:S:1:pos:R:3:lowdin_charge:R:1 method="wB97M-V/def2-TZVPD" mol_weight_g_mol=593.472 lumo_ev=2.054 total_charge=-1 homo_ev=-2.8 total_energy_ha=-2218.56531
C 0.00 -0.20 4.23 -0.11
C -0.75 -1.57 3.76 -0.23
C -1.03 -1.61 2.17 -0.22
C -2.60 -1.83 1.85 -0.20
C -2.70 -2.21 0.29 -0.22
C -4.02 -1.67 -0.45 -0.22
C -4.33 -0.11 -0.23 -0.22
C -3.09 0.86 -0.56 -0.20
C -3.27 2.23 0.26 -0.22
C -2.05 3.27 -0.03 -0.20
C -0.84 3.04 1.02 -0.18
C 0.60 2.99 0.26 -0.16
C 1.47 1.69 0.69 -0.11
C 2.18 1.15 -0.68 -0.41
C 1.01 0.43 -1.50 -0.05
C 1.48 -0.75 -2.48 -0.17
O 0.55 -1.42 -3.02 -0.04
C 3.37 0.18 -0.19 0.00
C 2.88 -1.18 0.49 -0.30
O 2.05 -1.29 1.42 0.08
O 3.52 -2.39 0.00 0.04
C 2.61 -3.49 0.03 -0.37
C 1.50 -3.77 -1.10 0.01
O 2.68 -4.33 0.96 0.06
O 2.79 2.30 -1.29 -0.04
C 2.67 2.34 -2.72 -0.44
O 1.68 2.91 -3.29 -0.01
S 3.97 1.64 -3.94 0.80
O 4.59 0.27 -3.48 -1.05
O 5.09 2.67 -3.92 -0.38
F 3.38 1.55 -5.56 -0.35
H -0.67 0.33 5.01 0.07
H 0.13 0.47 3.31 0.05
H 1.02 -0.47 4.67 0.07
H -1.71 -1.64 4.37 0.09
H -0.09 -2.48 3.99 0.10
H -0.70 -0.64 1.67 0.07
H -0.48 -2.50 1.72 0.10
H -2.99 -2.74 2.43 0.11
H -3.22 -0.92 2.16 0.10
H -1.76 -1.83 -0.25 0.09
H -2.70 -3.36 0.18 0.12
H -3.97 -1.89 -1.57 0.11
H -4.91 -2.28 -0.04 0.11
H -5.19 0.16 -0.93 0.11
H -4.64 0.02 0.87 0.10
H -2.09 0.40 -0.23 0.09
H -3.12 1.12 -1.67 0.12
H -3.22 2.02 1.39 0.10
H -4.30 2.67 0.02 0.11
H -1.76 3.11 -1.12 0.10
H -2.51 4.31 0.04 0.10
H -1.05 2.09 1.62 0.09
H -0.80 3.99 1.67 0.11
H 1.22 3.92 0.55 0.12
H 0.36 3.03 -0.86 0.09
H 0.79 0.92 1.16 0.07
H 2.26 2.03 1.46 0.13
H 0.33 -0.08 -0.72 0.12
H 0.31 1.15 -2.06 0.14
H 2.55 -1.07 -2.70 0.12
H 3.93 0.77 0.63 0.15
H 4.15 -0.07 -0.98 0.12
H 1.23 -4.88 -1.18 0.10
H 0.54 -3.21 -0.84 0.08
H 1.83 -3.43 -2.15 0.09
I 5.87 -0.77 -4.64 0.54

(7)
13
Properties=species:S:1:pos:R:3:lowdin_charge:R:1 method="wB97M-V/def2-TZVPD" mol_weight_g_mol=81.118 relative_energy_kj_mol=349.9 lumo_ev=1.205 total_charge=0 smiles=C1[C@@H]2[C@H]1[C@@H]1N[C@H]21 homo_ev=-8.6 total_energy_ha=-249.33997
C 1.25 -0.34 0.62 -0.09
C 0.44 -0.68 -0.61 -0.16
C 0.68 0.75 -0.20 -0.18
C -0.86 0.93 0.03 -0.20
N -1.57 -0.09 0.76 0.06
C -1.08 -0.42 -0.54 -0.23
H 2.32 -0.50 0.49 0.11
H 0.92 -0.52 1.64 0.10
H 0.89 -1.24 -1.42 0.12
H 1.24 1.48 -0.78 0.13
H -1.39 1.85 -0.18 0.13
H -1.11 -0.56 1.53 0.09
H -1.74 -0.63 -1.37 0.13

(8)
13
Properties=species:S:1:pos:R:3:lowdin_charge:R:1 method="wB97M-V/def2-TZVPD" mol_weight_g_mol=102.093 relative_energy_kj_mol=420.6 lumo_ev=0.787 total_charge=0 smiles="C=[N+](C)[O-].N=C=O" homo_ev=-8.8 total_energy_ha=-377.79913
C -0.90 0.28 -0.28 0.02
N 0.32 0.08 0.05 -0.43
C 1.07 1.12 0.75 -0.01
O 0.82 -1.06 0.06 -0.09
H -1.33 1.34 -0.16 0.11
H -1.65 -0.47 -0.61 0.10
H 0.45 1.79 1.30 0.06
H 1.66 1.66 -0.04 0.11
H 1.76 0.57 1.53 0.14
N 1.05 -1.73 -3.82 0.20
C 0.29 -0.84 -3.72 -0.43
O -0.31 0.16 -3.62 0.13
H 1.02 -2.63 -3.38 0.09